{"formula": "C62H168N27O11P7", "method": "ωB97M-V/def2-TZVPD", "elements": ["H", "C", "H", "H", "C", "H", "O", "N", "C", "H", "O", "C", "H", "H", "H", "O", "H", "H", "C", "H", "H", "H", "H", "H", "C", "H", "C", "C", "H", "H", "H", "H", "N", "H", "H", "C", "H", "O", "P", "H", "H", "H", "H", "C", "N", "H", "H", "C", "H", "H", "C", "H", "P", "H", "H", "C", "H", "O", "C", "C", "C", "H", "H", "C", "C", "H", "H", "H", "H", "H", "H", "H", "H", "N", "H", "H", "C", "H", "H", "C", "H", "H", "H", "H", "H", "C", "H", "H", "H", "H", "P", "C", "N", "P", "H", "N", "H", "C", "H", "C", "H", "H", "N", "H", "H", "H", "H", "H", "H", "H", "H", "H", "C", "H", "H", "C", "H", "H", "H", "H", "O", "C", "N", "H", "H", "C", "C", "H", "H", "C", "H", "H", "H", "C", "H", "H", "N", "H", "C", "C", "N", "H", "C", "C", "C", "C", "H", "H", "C", "O", "O", "H", "H", "N", "H", "H", "H", "C", "C", "H", "H", "C", "H", "C", "H", "H", "N", "H", "C", "C", "H", "H", "C", "H", "C", "N", "N", "N", "H", "H", "H", "H", "H", "H", "H", "H", "N", "H", "H", "C", "O", "C", "H", "N", "H", "H", "C", "H", "H", "H", "P", "H", "P", "H", "H", "C", "C", "H", "H", "H", "H", "H", "N", "H", "H", "O", "H", "C", "H", "H", "H", "O", "H", "H", "H", "C", "H", "C", "H", "H", "H", "H", "P", "C", "H", "H", "H", "N", "H", "C", "C", "H", "N", "H", "H", "H", "N", "C", "H", "H", "C", "H", "H", "H", "C", "H", "N", "C", "H", "H", "N", "H", "H", "H", "C", "N", "H", "H", "H", "N", "N", "N", "H", "H", "H"], "coordinates": [[19.10779, -27.61213, 8.50397], [19.66903, -27.11293, 2.61958], [21.03715, -28.92633, 2.01409], [20.61968, -23.81882, 4.34002], [19.71181, -28.74020, 6.83633], [23.45651, -19.90067, 0.20349], [23.23714, -18.70062, 7.83901], [18.64370, -27.92290, 2.09572], [18.57714, -23.94892, -2.21823], [14.16042, -21.45433, 11.60038], [22.74597, -25.09123, 5.95382], [25.23342, -20.46890, 9.17692], [20.12213, -29.46790, 10.10551], [15.96835, -20.27635, 0.81632], [16.20767, -23.13324, -2.44043], [17.37127, -16.43957, 2.14014], [20.12337, -17.01293, 3.11234], [17.05055, -19.34082, -1.47417], [24.41758, -20.02821, 0.61057], [23.13016, -27.07067, 3.04361], [24.14507, -22.71200, 3.36642], [10.95366, -28.13076, 0.15167], [19.12740, -20.26134, 1.22196], [17.66895, -29.27135, 9.57044], [19.17785, -24.84644, 6.14949], [18.59908, -14.97217, 0.09710], [19.63796, -23.36859, 4.22681], [25.84124, -21.95262, 1.19259], [14.88413, -26.19070, 4.47410], [21.21921, -29.74057, -1.47265], [25.46188, -23.85075, -1.30502], [20.78482, -26.40407, 9.63793], [14.40518, -22.55471, 9.89658], [22.09835, -28.07446, 4.22040], [18.40603, -23.31997, 0.76465], [14.26026, -18.80432, 8.59381], [14.60662, -26.11487, 8.26848], [19.74636, -24.27838, -2.20610], [18.06437, -17.49478, 1.35235], [21.59697, -19.45209, 9.27865], [16.75754, -27.94663, 2.90934], [12.47691, -23.00247, 9.09594], [19.60298, -20.37631, 2.92105], [23.58887, -26.00567, 5.93339], [16.79998, -22.69068, 8.85615], [15.33743, -22.78016, 11.81822], [14.83971, -16.89653, 3.14447], [17.44812, -23.42715, 5.44232], [13.00960, -15.51274, 5.27928], [19.68654, -18.08195, 4.30656], [18.36237, -29.60462, 8.77285], [24.20498, -26.02877, 6.86377], [13.66785, -18.74946, 5.83274], [22.84587, -18.88394, 4.56686], [22.21731, -22.27421, -2.07882], [19.92092, -18.06419, 3.26574], [20.44310, -30.27522, 8.67089], [13.94945, -19.93049, 4.99033], [14.96629, -22.00945, 11.13894], [18.14872, -26.81287, -0.84300], [20.17764, -29.71794, -1.21502], [22.63957, -23.24931, 11.36292], [19.81292, -22.28222, 4.26996], [16.48497, -23.03409, -1.38256], [14.68977, -22.47374, 2.73557], [16.26007, -18.29083, 6.03074], [13.44625, -25.64138, 7.12424], [12.57677, -21.44387, 9.98300], [23.26082, -24.16545, 3.88429], [11.68011, -27.88194, 6.00177], [25.11467, -19.83576, -0.20804], [19.73983, -29.02228, -1.89039], [24.25849, -25.13304, -1.24733], [14.54753, -26.66145, 2.54671], [10.72656, -19.98414, 7.52003], [13.20455, -21.77905, 0.30038], [18.69801, -28.39431, 7.86936], [20.70146, -22.50995, 7.97529], [18.07424, -27.79507, 4.03534], [20.16121, -17.91502, -0.43695], [26.33470, -20.53406, 9.09778], [23.50913, -23.31541, -2.81356], [25.00118, -20.83869, 4.35198], [18.78197, -26.67689, -1.76224], [25.54182, -20.53111, 5.98856], [14.30471, -23.19711, 6.58690], [19.15736, -23.65430, 3.22439], [24.91791, -21.11841, 9.94595], [14.44564, -19.89382, 8.91946], [11.29883, -17.40430, 7.80086], [23.27089, -20.11039, 7.37600], [15.92565, -19.22546, 1.11323], [24.46154, -21.42242, 1.12869], [15.40808, -23.65783, 9.14718], [21.97735, -23.96868, -1.90843], [20.03015, -29.17501, 0.14588], [14.61038, -28.80671, 4.12698], [13.24821, -22.52050, 3.03742], [18.73758, -26.40763, 0.01842], [24.86275, -27.86125, 5.08064], [13.19866, -23.30131, 6.32170], [24.96251, -19.44758, 9.39419], [23.53020, -20.38415, 5.74275], [15.77521, -28.28405, -1.30469], [21.03993, -24.15030, 1.73780], [16.66987, -29.81223, -1.02083], [20.21882, -19.52133, 7.99170], [11.15731, -26.50013, 0.70407], [19.65318, -30.63654, -1.35693], [24.63024, -19.36944, 1.45410], [10.21137, -17.78872, 6.42378], [20.77404, -18.78450, 3.07240], [12.95257, -22.49711, 9.95627], [18.84612, -23.31300, 8.72675], [17.76802, -30.38829, 8.21151], [24.65191, -24.19922, -0.71718], [19.70783, -18.43806, -1.29105], [13.89431, -28.49695, 5.67276], [17.51836, -17.67585, -1.22682], [20.22855, -25.26827, 11.00752], [12.04218, -25.58966, 2.79257], [15.09997, -25.69456, 3.53137], [12.76699, -27.70302, 4.15278], [26.23746, -22.01316, 0.19928], [17.87001, -24.15700, -3.04285], [13.92804, -16.06540, 5.53077], [15.11089, -26.42537, 1.20783], [17.93481, -23.91480, 10.12916], [20.27068, -24.98197, 6.11786], [12.60913, -21.21450, 2.39147], [16.14664, -19.17641, 2.18747], [20.09383, -27.49619, 3.51178], [14.15663, -29.11909, 1.02272], [22.75582, -23.19568, -2.00193], [17.77001, -29.36879, 3.27786], [11.90602, -20.63704, 0.45203], [13.98490, -17.38735, 4.96525], [22.83933, -26.49847, 9.24521], [23.25312, -23.30063, 3.24405], [11.30717, -17.61443, 6.72018], [17.91678, -23.23960, -1.28274], [17.46657, -22.33360, 5.54070], [16.75483, -28.77560, -1.33842], [11.68822, -20.13105, 7.00692], [17.73565, -28.31511, 3.13456], [22.15059, -23.38219, 10.36839], [20.20695, -15.34405, -0.40655], [13.12073, -22.65589, 4.15099], [16.85113, -18.45894, -0.93620], [15.72466, -24.83337, 9.97390], [18.42272, -25.41790, 6.91088], [21.11584, -22.89594, 10.36067], [22.38960, -22.72016, 3.54704], [14.57091, -18.49948, 7.22697], [12.57813, -22.98481, 10.84745], [19.22520, -26.13018, 2.90624], [25.58849, -27.55763, 5.81989], [22.57073, -19.89237, 4.79318], [11.49243, -27.82987, 4.92723], [22.51778, -20.43014, 3.91390], [14.87986, -18.03169, 9.10070], [18.83745, -20.02246, 2.24639], [17.90677, -20.45775, 2.57314], [22.65688, -27.17797, 4.04994], [16.95753, -23.53108, 4.47073], [20.56381, -26.93992, 2.02141], [21.89480, -20.91371, 7.80626], [12.39585, -29.63649, 0.49223], [13.92994, -17.39872, 3.49236], [16.01152, -18.31780, 7.14150], [19.97840, -24.83338, 9.28901], [24.46671, -28.87996, 5.26192], [19.17723, -15.68463, -0.45797], [24.89051, -24.38485, 0.35393], [18.56843, -22.66758, -0.09989], [20.69341, -28.88819, 6.23888], [14.71862, -24.11999, 7.65593], [21.98873, -24.79603, 9.89433], [18.83282, -15.62251, -1.49365], [15.78411, -21.29684, 11.01592], [17.83018, -27.87825, 7.38386], [19.43994, -30.94834, 10.10444], [12.88087, -29.76663, 2.15101], [20.55188, -21.84586, 6.34680], [20.41281, -20.86256, 9.30127], [17.03429, -20.62348, 8.93529], [18.82910, -18.55746, 2.38320], [12.97558, -23.48634, 2.56115], [16.51555, -19.21867, 7.54019], [24.85388, -20.24063, 5.25854], [17.76578, -30.12285, 1.20582], [21.11243, -29.54655, 1.11227], [22.05935, -25.42807, 2.06153], [24.60623, -20.90539, 7.92204], [16.23371, -22.05561, -1.01597], [26.44830, -21.23316, 1.81239], [11.69639, -27.39608, 0.38787], [11.65991, -22.30686, 0.74861], [14.62462, -24.68751, 3.37379], [24.85377, -23.00317, 8.60550], [18.52356, -28.92323, 0.73843], [10.93473, -28.66444, 4.61028], [23.13195, -22.41051, 0.70838], [25.82913, -22.34849, 7.19872], [25.45267, -27.81856, 4.12630], [23.08718, -25.46520, 9.46551], [22.00519, -24.56399, 1.49523], [16.89722, -23.76320, 6.31733], [15.05623, -25.86005, 6.56884], [21.93635, -26.36708, 4.13678], [13.17099, -29.66950, 4.62411], [14.53525, -22.15245, 6.87718], [15.75052, -22.41478, 2.39503], [12.22356, -27.16549, -0.53432], [13.93055, -16.08688, 6.64513], [21.85310, -21.71972, 0.62538], [20.99706, -30.58087, 1.32719], [19.65398, -30.14012, 9.40754], [19.60628, -22.67734, -0.27153], [21.94025, -24.91464, 0.44701], [11.56981, -20.78164, 6.16113], [24.15266, -24.90310, 9.30077], [14.76401, -15.46125, 5.11746], [15.88266, -23.73843, -0.79088], [14.68297, -25.57237, 0.65190], [20.66491, -25.33474, 9.99571], [11.73281, -16.79207, 6.16624], [13.67213, -28.69787, 4.64402], [21.98519, -22.73458, 6.78861], [21.05917, -17.32942, -0.71614], [17.24460, -26.19165, -0.98836], [22.72355, -22.84141, 9.64786], [12.90075, -26.87356, 2.71827], [12.34786, -21.48192, 0.88422], [15.83989, -18.15366, -1.15146], [18.41873, -22.17618, 10.09621], [20.52425, -18.59234, 0.34905], [17.00676, -18.48192, 0.50137], [15.07407, -27.29332, 0.56831], [14.44310, -25.52792, 7.37638], [16.75248, -21.42474, 8.23059], [16.18448, -25.57523, 3.36791], [12.52556, -27.85816, 1.46759], [13.23616, -18.57142, 8.76197], [22.05602, -29.27468, 0.62047], [13.05540, -16.82615, 3.18704], [23.59685, -23.12135, -0.75936], [21.22601, -22.03946, 7.19570], [21.60912, -19.99077, 5.27873], [16.31629, -17.47308, 7.77608], [13.05156, -29.16309, 1.25407], [25.83303, -22.95637, 1.62228], [14.85974, -23.47041, 5.67136], [15.77487, -21.20762, 7.87695], [18.08916, -23.01513, 9.49414], [11.60772, -21.05326, 2.89192], [18.82787, -23.82736, 5.34169], [20.97188, -20.13695, 8.68741], [18.13969, -21.69787, -0.00853], [10.82882, -27.02274, 4.76826], [12.11203, -18.84146, 6.40296], [13.91920, -18.40833, 3.09045], [17.06962, -28.81397, -2.36559], [12.49327, -20.47160, 7.62023], [24.88485, -22.34149, 7.64962], [23.69744, -26.97829, 5.08355], [24.11201, -22.73454, 6.94104], [25.15576, -19.16226, 5.03656], [15.00682, -18.77983, 0.81062], [23.20473, -23.70131, 1.80835], [17.74859, -28.20697, -0.52360], [19.11332, -16.98891, 0.20886], [16.14786, -26.21774, 1.38183], [13.25928, -20.35539, 2.63562], [17.44164, -21.37566, 7.38522]], "mol_weight_da": 1685.02, "max_force_ev_per_a": 4.940, "total_energy_ha": -7158.87125}


{"formula": "C20H56B2ClF3N15O30P", "method": "ωB97M-V/def2-TZVPD", "elements": ["O", "H", "H", "C", "C", "H", "H", "H", "O", "H", "O", "N", "H", "O", "O", "O", "H", "C", "H", "O", "H", "H", "C", "C", "O", "O", "H", "O", "N", "H", "H", "N", "N", "C", "H", "O", "H", "N", "O", "C", "Cl", "O", "O", "C", "O", "H", "H", "C", "C", "H", "C", "N", "F", "H", "H", "H", "C", "C", "N", "O", "H", "O", "B", "N", "N", "H", "N", "F", "H", "O", "H", "H", "C", "H", "H", "H", "O", "H", "N", "O", "N", "C", "C", "N", "H", "O", "H", "O", "C", "H", "H", "H", "H", "H", "H", "O", "C", "O", "N", "H", "H", "O", "O", "H", "H", "H", "H", "N", "B", "H", "H", "H", "F", "O", "H", "H", "O", "H", "C", "C", "H", "O", "O", "H", "H", "H", "P", "H"], "coordinates": [[5.25615, 0.99951, -2.97440], [2.04220, -1.85531, 5.42462], [-4.01086, -1.15623, 1.41847], [-5.39453, -4.06133, -0.36192], [-1.95443, 6.58299, -1.81057], [1.70520, 6.82213, -1.92090], [0.28571, 3.76672, 0.33720], [-4.35137, 0.33966, -2.37359], [3.38309, 7.59486, -2.86039], [-0.48110, -1.84991, 0.02879], [-2.75096, 8.30629, -3.15134], [3.38339, -2.74095, -0.40706], [-6.14426, -0.01314, 2.75306], [8.60960, 1.35703, 7.15039], [7.60309, -7.74185, 0.80213], [0.75595, 6.09781, 0.85227], [2.22496, -6.94821, 3.08016], [-5.40206, 0.55505, 2.04603], [-3.13692, 1.85113, 1.69855], [4.11847, -0.96655, 6.72590], [3.16191, 6.67076, -5.72634], [6.08326, -6.51514, -0.92385], [-2.66517, 0.76563, 1.85580], [-0.36974, -1.48063, 2.27530], [1.46152, 7.50104, -3.93372], [-4.07285, -3.48896, 1.46221], [0.60745, -9.70574, 0.29205], [-0.31495, -6.16153, 1.27705], [-0.77005, -11.10088, 1.02871], [7.35508, -1.36151, 6.76008], [4.76090, -1.34581, -1.14372], [8.52225, 0.18923, 7.54719], [-1.77508, 7.87496, -2.52629], [-0.64634, 0.17247, -1.35018], [4.97878, -5.93960, 0.37074], [-3.63419, 2.23540, -0.83746], [-1.93772, -3.94805, 2.04766], [-6.47707, -1.60139, -3.81742], [-1.62604, -10.93959, 1.90627], [-3.93285, -0.23873, 2.14029], [-3.78880, -0.73738, 3.95652], [-4.28675, 8.77697, -8.55281], [-5.96403, -2.39835, 1.16678], [3.70058, -1.57269, -1.27204], [-0.66791, 8.41914, -2.44320], [3.08468, -0.72582, -0.96191], [3.07781, 8.47213, -5.73325], [-0.93145, -2.57428, 3.35935], [1.89212, -0.97918, 6.05873], [-1.06877, -9.08575, 0.47385], [3.02980, 0.98688, -3.64156], [0.72920, -6.73705, 1.60505], [-1.15648, -0.89288, -2.24704], [6.50318, 0.21091, 6.93018], [-5.28535, 1.70497, 2.30665], [2.32797, 1.68317, -4.10558], [6.01010, -6.19421, 0.11724], [-4.26950, 9.04700, -6.24442], [-1.67515, -3.85498, 3.05311], [-3.97896, -0.15786, -1.58774], [6.86303, -0.77042, 8.39120], [-5.32248, -2.01116, -3.98498], [-3.18886, 0.81417, -0.80684], [4.34704, 1.66149, -3.48857], [2.69587, 7.55880, -3.88765], [-2.01250, 0.86820, 2.84795], [-0.62645, 3.23969, 0.30980], [-0.77716, 1.46194, -2.12679], [-5.78068, 0.40820, 0.93203], [2.52741, -2.57967, 0.47051], [0.74914, -1.80928, 2.02341], [0.57128, -6.59905, 3.68887], [1.31364, -6.36742, 2.92241], [1.53708, -5.29897, 2.89573], [3.17987, 0.11075, -4.27568], [-2.58824, -3.88307, 3.57859], [-4.98568, 7.10083, -7.30569], [-7.94680, -0.20891, -4.41638], [-4.53620, 8.24142, -7.46652], [5.62895, -7.78159, 1.77909], [-5.12290, -3.24922, 0.85476], [-1.21342, -1.41140, 0.86366], [-6.91548, -0.46352, -4.66988], [3.20936, -0.30457, 6.21172], [-4.88565, 9.94660, -6.30181], [-7.29663, -2.05089, -3.00803], [-2.21187, 5.82687, -2.55503], [4.00278, -3.78696, -0.63358], [3.41523, 7.58731, -5.18970], [-5.43879, -5.10854, -0.05598], [-0.27757, -0.45263, 2.83641], [-6.84231, -0.78445, -5.71097], [-1.31863, 3.63354, 0.98425], [-6.34688, -3.74483, -0.79269], [1.55014, -1.26422, 7.05574], [9.43136, -0.47275, 8.06137], [7.20501, -0.48538, 7.39420], [4.43439, 2.82929, -3.88537], [1.61193, 5.93652, -0.02529], [-2.84433, 2.80564, -1.07174], [-2.15526, -2.14465, 0.84247], [1.32868, -7.58888, 0.93883], [-0.15067, -12.14688, 0.80219], [-4.53333, 8.45427, -5.36592], [3.47666, -1.85535, -2.30266], [-0.67679, -10.21527, -0.86690], [2.98944, 7.33166, -0.76196], [6.44850, -7.33208, 0.96969], [-0.39008, 1.77805, 0.75885], [-6.24937, 0.37717, -4.46553], [1.31321, 7.95165, -0.58015], [-1.02039, 6.32561, -1.30654], [0.83752, 0.03675, -1.10024], [-0.66950, -2.32182, 4.66503], [2.68782, 0.70184, -2.64456], [4.48935, 7.63820, -4.99894], [3.29671, 0.86323, 5.81492], [6.67621, -5.35352, 0.32158], [1.92912, 7.10478, -0.89028], [-0.45287, -9.93262, 0.16373], [-2.75969, 6.71692, -1.08542], [2.23132, 4.89052, -0.25182], [0.83276, 1.53707, 1.55590], [1.23857, 0.64019, 1.36507], [1.19029, -0.28289, 5.59471], [-3.20586, 9.29370, -6.23790], [-1.65230, 0.36444, 0.28773], [-4.57674, -3.88677, -1.06405]], "mol_weight_da": 1131.79, "max_force_ev_per_a": 7.805, "total_energy_ha": -5023.73188}